# C5H8O2

C5H8O2 in the gas phase (wB97M-V/def2-TZVPD, OMol25).

2S+1 = 1
Orbital gap = 0.3658 Ha
F_max = 0.32 eV Å⁻¹
LUMO level = 0.665 eV
Relative energy (zero: lowest compared OMol25 entry of this formula, charge and spin) = 58.6 kcal/mol
SMILES = C=C1[C@@H](O)[C@@]1(C)O

Atoms and positions in Å:
C  -0.82919  -0.94199  -1.76478
C  -0.34050  -0.52227  -0.61561
C  0.07059  -0.98506  0.71839
O  1.16181  -1.84526  0.80161
C  0.29904  0.46094  0.28215
C  -0.56709  1.54487  0.87875
O  1.65777  0.77898  0.08932
H  -1.18578  -1.96692  -1.79768
H  -0.90068  -0.34461  -2.67075
H  -0.66369  -1.18408  1.49567
H  1.88901  -1.39033  0.34797
H  -0.15212  1.90269  1.82574
H  -1.56992  1.14439  1.06498
H  -0.67161  2.39169  0.19157
H  1.80236  0.95695  -0.84733